The following is a DFT calculation (ωB97M-V/def2-TZVPD) of a single C4H7NO2 molecule.

The HOMO energy comes out at -0.357 Ha. As for the SMILES: N[C@@H](C=O)CC=O. For the HOMO-LUMO gap, the calculation gives 0.3721 hartree. As for the LUMO energy: 0.40 eV.

Positions of all 14 atoms, in Å:
O1 -0.461 0.284 -2.735
O2 -0.937 0.253 2.433
N1 1.497 0.538 -0.157
C1 0.328 -0.166 0.405
C2 -0.965 0.191 -0.390
C3 0.098 0.019 1.886
C4 -0.924 -0.322 -1.810
H1 -1.649 -1.171 -1.952
H2 2.044 0.735 0.693
H3 1.062 -0.237 2.375
H4 -0.883 1.284 -0.515
H5 -1.873 -0.069 0.144
H6 0.490 -1.255 0.224
H7 2.172 -0.084 -0.600

The following is a DFT calculation (ωB97M-V/def2-TZVPD) of a single C4H7NO2 molecule.

The HOMO energy comes out at -0.351 Ha. As for the SMILES: CNC(C=O)C=O. For the HOMO-LUMO gap, the calculation gives 0.3709 hartree. As for the LUMO energy: 0.55 eV.

Positions of all 14 atoms, in Å:
O1 -0.256 2.039 -0.412
O2 -0.548 -0.316 2.308
N1 0.259 -1.176 -0.194
C1 -1.148 0.145 1.368
C2 -0.484 0.946 -0.884
C3 -0.882 -0.283 -0.062
C4 1.455 -0.347 -0.425
H1 0.367 -1.711 0.669
H2 -0.291 0.701 -1.950
H3 -1.935 0.911 1.490
H4 2.132 -0.305 0.420
H5 -1.813 -0.699 -0.489
H6 1.940 -0.619 -1.366
H7 1.203 0.714 -0.475

The following is a DFT calculation (ωB97M-V/def2-TZVPD) of a single C4H7NO2 molecule.

The HOMO energy comes out at -0.336 Ha. As for the SMILES: O=C1CNC[C@@H]1O. For the HOMO-LUMO gap, the calculation gives 0.3654 hartree. As for the LUMO energy: 0.81 eV.

Positions of all 14 atoms, in Å:
O1 0.387 -2.270 0.293
O2 2.084 -0.028 -0.135
N1 -1.164 0.802 -0.480
C1 0.003 -1.127 0.227
C2 -1.314 -0.635 -0.323
C3 0.883 0.071 0.590
C4 0.070 1.286 0.162
H1 -0.190 1.920 1.015
H2 0.667 1.889 -0.530
H3 -2.123 -0.893 0.374
H4 -1.518 -1.160 -1.266
H5 2.315 -0.969 -0.154
H6 1.068 0.068 1.672
H7 -1.168 1.048 -1.446

For the records above, the corresponding DFT total energy values read -361.79814, -361.77559, -361.82861 Ha.